Computed, not measured: C18H27O2Ru as an isolated structure at a distorted geometry, with ωB97M-V/def2-TZVPD.

Output
E_HOMO (spin up / spin down) = 0.102 / -3.577 eV
2S+1 = 5
Total charge = -1
⟨S²⟩ = 6.028

The geometry in XYZ format:
```
48
Properties=species:S:1:pos:R:3:forces:R:3
Ru -0.704 -0.764 1.065 1.51 3.20 -0.58
C -2.287 0.208 2.106 -1.00 0.10 -0.55
C -2.254 1.009 0.912 -0.93 0.65 0.54
C -2.467 0.180 -0.213 0.15 -0.92 0.14
H -2.105 2.088 0.903 0.25 -0.51 -0.21
C -2.597 -1.189 0.250 -2.74 0.41 -0.26
C -2.616 -1.143 1.705 -0.63 -0.43 -0.13
H -2.816 -1.984 2.382 0.16 0.42 -0.36
H -2.135 0.550 3.127 -0.16 -0.08 -0.31
H -2.600 0.504 -1.250 0.52 -0.12 0.52
H -2.808 -2.074 -0.366 0.06 0.63 0.34
C 1.364 -1.209 1.926 0.91 -1.97 -0.19
C 0.247 -2.006 2.378 1.10 -0.52 0.62
C -0.231 -2.765 1.240 1.21 -0.99 -0.45
H -0.137 -2.049 3.396 0.31 -0.23 -0.24
C 0.530 -2.353 0.078 0.23 -1.38 0.44
C 1.521 -1.412 0.521 -0.32 0.27 0.69
H 2.276 -0.931 -0.104 -0.49 -0.06 0.19
H 1.990 -0.605 2.569 -0.30 0.02 -0.31
H -0.999 -3.537 1.264 0.20 0.34 -0.03
H 0.442 -2.791 -0.917 0.03 0.32 0.35
O 0.223 2.377 -0.292 0.04 1.61 4.05
C 0.179 -0.906 -4.136 -0.40 1.30 -0.51
C 0.102 0.434 -4.273 -0.11 -1.73 1.56
C -1.092 -1.694 -3.914 0.43 0.34 -0.13
C 1.511 -1.572 -3.910 -0.12 0.34 -0.05
C 0.239 1.950 -1.433 -0.24 -1.20 -4.10
H -0.895 0.820 -3.990 0.94 0.61 -0.84
H 1.057 0.943 -4.103 -0.76 0.57 -0.45
H 1.169 1.912 -2.031 0.16 -0.09 -0.13
H -0.691 1.925 -2.058 0.21 -0.02 0.08
H -1.367 -2.349 -4.758 0.11 0.15 0.30
H -1.896 -0.954 -3.726 0.23 -0.78 0.01
H -0.874 -2.307 -3.032 -0.64 -0.05 0.00
H 2.075 -1.790 -4.827 -0.22 -0.15 0.16
H 1.300 -2.488 -3.355 0.56 -0.07 0.02
H 2.105 -0.862 -3.307 -0.05 -0.61 -0.10
C 0.494 2.498 3.731 -0.31 0.29 1.15
C 1.124 2.465 2.350 -1.46 -0.24 -0.55
C 2.600 2.477 2.092 0.78 0.03 -0.01
O 0.561 1.212 2.030 0.39 1.10 -1.12
H 0.646 1.546 4.247 0.24 0.12 0.19
H -0.588 2.576 3.588 0.13 0.05 -0.05
H 0.772 3.325 4.388 0.38 0.03 -0.12
H 0.666 3.289 1.768 -0.01 -0.61 0.03
H 3.062 1.535 2.392 0.05 0.01 0.12
H 2.772 2.610 1.020 -0.26 -0.22 0.06
H 3.133 3.303 2.567 -0.15 0.06 0.28
```
Forces are in eV/Å.



Computed, not measured: C18H28AsBN6PtS4 as an isolated structure, with ωB97M-V/def2-TZVPD.

Output
E_HOMO = -1.139 eV
Energy above the lowest of the compared OMol25 structures with the same formula, charge and spin = 0.000 eV
2S+1 = 1
Total charge = -2

The geometry in XYZ format:
```
59
Properties=species:S:1:pos:R:3:forces:R:3
Pt 0.674 -0.319 -0.327 -0.04 -0.50 0.51
C 3.666 0.821 1.274 0.02 -0.04 0.05
C 3.109 2.077 1.935 -0.07 0.00 -0.07
C 4.044 3.264 1.716 0.03 -0.03 -0.03
C 1.706 2.404 1.489 0.06 0.02 0.13
C 1.143 3.664 1.227 -0.04 0.02 -0.08
C -0.196 3.410 1.002 0.03 0.01 -0.12
N -0.393 2.091 1.123 -0.14 -0.17 0.20
N 0.767 1.462 1.428 -0.14 0.21 -0.07
B -1.728 1.303 1.068 0.13 -0.02 -0.11
N -1.535 -0.084 1.756 0.21 -0.06 -0.23
C -2.291 -0.506 2.777 -0.05 0.10 0.00
C -1.915 -1.781 3.113 0.01 -0.10 0.01
C -0.876 -2.094 2.214 -0.02 -0.01 -0.03
N -0.650 -1.071 1.397 -0.12 0.17 0.08
C -0.129 -3.400 2.214 0.05 0.08 0.04
C 0.826 -3.577 1.049 0.01 -0.06 -0.01
C 0.626 -3.554 3.540 0.01 -0.02 0.01
N -2.233 1.099 -0.379 0.03 -0.08 0.23
C -3.092 1.849 -1.086 0.05 0.02 -0.05
C -3.265 1.247 -2.314 0.06 0.02 0.01
C -2.452 0.094 -2.262 -0.19 0.00 -0.02
N -1.836 0.027 -1.088 -0.19 0.09 -0.08
C -2.369 -1.029 -3.265 0.10 0.09 -0.05
C -3.044 -0.640 -4.579 0.03 -0.03 -0.02
C -0.939 -1.500 -3.514 0.01 -0.08 0.00
H 4.592 0.520 1.776 0.02 0.02 -0.04
H 3.892 0.984 0.218 -0.02 0.00 0.05
H 2.959 -0.006 1.323 0.02 0.02 0.04
H 3.045 1.888 3.015 0.00 0.04 0.03
H 4.126 3.479 0.648 0.00 0.00 0.02
H 5.044 3.025 2.086 -0.01 0.00 -0.02
H 3.697 4.165 2.228 0.00 0.00 0.02
H 1.642 4.617 1.172 -0.01 0.00 0.04
H -1.011 4.070 0.751 0.00 0.00 0.00
H -2.578 1.938 1.662 0.05 -0.13 0.04
H -3.046 0.142 3.188 0.00 0.00 -0.01
H -2.325 -2.407 3.889 0.02 0.00 -0.01
H -0.889 -4.188 2.165 -0.02 -0.01 0.03
H 1.619 -2.830 1.077 0.00 -0.02 0.03
H 0.331 -3.475 0.084 -0.01 0.01 0.01
H 1.294 -4.564 1.099 -0.01 0.00 -0.01
H 1.404 -2.790 3.611 -0.01 -0.01 0.00
H 1.105 -4.535 3.595 0.00 0.01 0.00
H -0.036 -3.443 4.401 0.00 0.00 0.00
H -3.512 2.751 -0.669 0.00 0.00 0.01
H -3.874 1.597 -3.131 -0.03 -0.02 0.01
H -2.933 -1.867 -2.836 -0.01 0.00 0.02
H -2.513 0.195 -5.043 -0.01 -0.01 0.01
H -4.089 -0.349 -4.440 -0.01 -0.01 0.01
H -3.016 -1.481 -5.276 0.01 0.01 0.00
H -0.354 -0.755 -4.055 0.01 0.03 0.02
H -0.945 -2.419 -4.108 0.01 0.03 -0.02
H -0.405 -1.697 -2.586 -0.04 0.00 -0.01
S 2.716 -0.881 -4.704 0.03 0.01 0.14
As 3.024 -0.304 -2.687 0.24 0.19 -0.31
S 1.393 1.030 -1.920 0.40 0.33 -0.44
S 2.265 -1.785 -1.214 -0.30 0.01 0.14
S 4.964 0.433 -2.226 -0.15 -0.10 -0.11
```
Forces are in eV/Å.



Computed, not measured: C18H28B2N2O36S5 as an isolated structure at a distorted geometry, with ωB97M-V/def2-TZVPD.

Output
E_HOMO = -10.835 eV
Energy above the lowest of the compared OMol25 structures with the same formula, charge and spin = 0.000 eV
2S+1 = 1

The geometry in XYZ format:
```
91
Properties=species:S:1:pos:R:3:forces:R:3
N 0.250 -3.876 2.439 0.75 1.31 0.06
H -0.621 -3.342 2.582 -0.35 -0.39 -0.16
H 0.117 -4.861 2.232 -0.16 0.06 -0.12
H 0.914 -3.707 3.195 -0.29 -0.40 0.28
H 0.714 -3.371 1.670 -0.03 -0.37 -0.61
N 4.689 3.275 -0.975 0.81 -0.27 0.34
H 5.611 2.850 -0.708 -0.10 0.55 0.67
H 4.052 3.300 -0.155 0.23 -0.62 -0.20
H 4.354 2.601 -1.667 -0.70 0.56 -0.17
H 4.852 4.231 -1.277 -0.09 -0.18 -0.54
O -3.280 0.266 0.976 0.15 0.38 0.06
C -2.120 0.080 0.773 -0.36 -0.40 -0.27
O -1.285 0.813 0.039 -0.17 0.36 0.28
B 0.041 0.236 0.160 0.73 -0.04 0.10
O -0.148 -1.121 0.697 0.30 -0.03 0.51
C -1.373 -1.204 1.168 -1.24 -0.15 -0.63
O -1.955 -2.143 1.643 1.02 0.03 0.63
O 0.937 1.058 1.038 -1.28 -0.65 0.96
C 1.884 1.570 0.354 2.12 1.84 -0.16
O 2.732 2.358 0.730 -0.98 -0.63 -0.23
C 1.809 1.064 -1.081 -0.66 -0.90 0.35
O 0.764 0.229 -1.108 0.44 -0.08 -0.57
O 2.542 1.317 -1.987 0.15 0.20 -0.32
O 8.436 0.060 1.692 -0.17 -0.34 0.27
C 7.345 -0.016 1.224 0.77 0.28 -0.59
O 6.529 -1.070 1.153 -0.14 0.60 -0.05
B 5.275 -0.637 0.497 0.18 0.04 0.11
O 5.419 0.780 0.242 0.10 0.14 -0.42
C 6.668 1.149 0.463 -0.84 0.63 -0.13
O 7.065 2.229 0.093 0.59 -0.57 0.28
O 4.957 -1.367 -0.723 0.18 0.23 -0.25
C 3.802 -1.999 -0.613 1.34 -0.74 0.25
O 3.365 -2.747 -1.432 -0.87 0.15 0.08
C 3.354 -1.767 0.858 -0.45 0.12 -0.64
O 4.114 -0.825 1.368 -0.62 -0.77 0.65
O 2.463 -2.361 1.397 -0.29 -0.07 0.52
C 4.981 1.016 4.493 -1.10 -0.37 1.22
C 3.514 1.166 4.104 -1.48 0.89 -0.36
O 3.416 2.465 3.438 1.12 0.48 -0.20
S 4.845 3.199 3.284 -0.26 -0.92 0.10
O 5.060 4.186 4.287 -0.36 -0.45 -0.10
O 5.070 3.571 1.921 -0.11 -0.46 0.61
O 5.702 1.862 3.649 0.40 1.16 -1.33
H 5.312 -0.012 4.363 0.22 0.14 -0.01
H 5.081 1.353 5.530 0.33 -0.22 -0.04
H 2.752 1.288 4.876 0.70 -0.30 0.70
H 3.081 0.397 3.465 0.60 0.11 -0.56
C -4.264 2.528 -0.934 -1.18 0.56 -0.47
C -4.761 1.646 -2.112 2.30 0.59 -0.61
O -6.158 1.766 -2.268 -1.32 0.11 1.32
S -6.734 2.845 -1.176 1.58 -0.47 -0.07
O -6.990 2.169 0.069 -0.24 0.41 -0.91
O -7.705 3.690 -1.801 1.19 -0.75 0.66
O -5.271 3.561 -1.011 -1.60 0.89 0.01
H -3.319 3.017 -1.165 0.00 -0.12 -0.12
H -4.245 2.205 0.102 -0.06 -0.80 -0.29
H -4.307 0.655 -2.130 -0.92 -0.39 0.37
H -4.377 2.127 -3.018 0.22 -0.02 0.07
C 0.422 -3.830 -2.984 1.19 0.16 -0.33
C -0.538 -2.614 -3.096 0.96 -1.42 -0.07
O -1.680 -3.059 -2.331 -0.69 0.21 0.52
S -1.347 -4.364 -1.433 0.29 -0.14 -0.14
O -2.450 -5.264 -1.286 0.91 1.25 -0.41
O -0.627 -3.933 -0.252 -0.48 -0.41 -0.98
O -0.326 -4.944 -2.517 -0.90 -0.16 1.13
H 1.220 -3.604 -2.272 0.04 -0.13 -0.16
H 0.832 -4.204 -3.921 0.08 0.51 -0.04
H -0.759 -2.431 -4.145 -0.82 -0.01 0.19
H -0.038 -1.737 -2.692 -0.40 0.05 0.39
C -0.989 1.233 -3.336 0.05 1.39 1.68
C -0.118 2.079 -4.217 1.48 0.51 -1.48
O -0.827 2.164 -5.463 -0.67 -0.56 -0.75
S -1.944 1.028 -5.628 -1.04 0.77 0.07
O -1.707 0.105 -6.696 0.41 0.56 1.19
O -3.204 1.726 -5.608 0.94 -0.86 0.35
O -1.627 0.310 -4.179 -0.35 -0.27 -1.33
H -1.702 1.878 -2.803 -0.39 -0.02 -0.52
H -0.464 0.787 -2.493 0.02 -0.60 -0.87
H 0.867 1.706 -4.522 -0.18 -0.69 0.66
H 0.106 3.116 -3.957 -0.61 -0.12 0.64
C -6.289 -0.780 1.895 1.32 -0.82 1.35
C -6.125 -0.389 3.390 -0.06 0.02 -1.47
O -5.931 -1.619 4.075 0.24 -1.35 -0.29
S -6.247 -2.930 3.113 0.19 0.61 1.16
O -7.146 -3.807 3.802 0.26 1.06 -0.77
O -5.025 -3.489 2.628 -0.27 0.52 0.03
O -6.950 -2.048 2.001 -1.46 -1.03 -0.34
H -5.306 -1.093 1.533 0.11 0.92 -0.35
H -6.785 -0.047 1.270 -0.34 -0.32 -0.06
H -7.022 0.070 3.800 0.14 0.29 -0.01
H -5.228 0.228 3.402 -0.10 0.11 0.68
```
Forces are in eV/Å.



Which of these has the highest 2S+1?
C18H27O2Ru



The highest 2S+1 belongs to which entry?
C18H27O2Ru



Number 1 is which compound?
C18H27O2Ru



Look up the 2S+1 of the first one.
5